Entry from OMol25: a structure of composition C25H43Cl3HgN5O4Si at a distorted geometry (the ωB97M-V functional and the def2-TZVPD basis).

Geometry as XYZ:
```
82
Properties=species:S:1:pos:R:3
C 0.687 3.971 -3.038
C 1.659 2.949 -3.533
H 1.223 4.870 -2.714
H 0.074 3.622 -2.197
H 0.014 4.251 -3.866
C 2.784 3.265 -4.190
C 3.231 4.667 -4.401
H 3.400 2.482 -4.648
H 3.252 5.237 -3.460
H 2.540 5.189 -5.081
H 4.234 4.663 -4.839
Hg -1.621 1.476 -2.409
Cl -1.948 0.032 -4.259
Cl -2.374 3.139 -0.942
C -2.643 -3.176 -0.552
O -2.779 -2.020 -0.135
N -1.708 -4.068 -0.119
C -0.830 -3.782 1.002
C -1.460 -5.273 -0.894
H -3.265 -3.613 -1.367
H -1.342 -3.942 1.974
H -0.542 -2.725 0.964
H 0.061 -4.425 0.926
H -2.397 -5.585 -1.378
H -1.062 -6.068 -0.245
H -0.709 -5.109 -1.688
H -1.830 3.681 2.368
H 0.506 2.810 2.130
C -1.491 3.893 3.397
C 0.653 2.630 3.206
N -0.619 2.831 3.884
H -2.359 3.954 4.067
C -0.969 2.085 4.963
O -0.410 1.042 5.311
H 0.993 1.600 3.373
H -1.836 2.522 5.503
H -0.964 4.861 3.395
H 1.406 3.346 3.587
O 0.575 1.227 -2.321
C 1.244 1.494 -3.461
C 3.629 0.459 -3.323
C 2.320 0.452 -3.807
H 3.932 1.245 -2.631
C 4.561 -0.499 -3.756
H 0.478 1.305 -4.223
C 1.952 -0.528 -4.728
H 5.583 -0.448 -3.374
C 4.204 -1.438 -4.726
C 2.890 -1.445 -5.216
H 0.916 -0.523 -5.081
H 4.947 -2.147 -5.102
H 2.606 -2.130 -6.018
Si 1.318 -0.763 0.110
Cl 1.825 -1.781 1.792
C 2.818 0.365 -0.106
C 1.033 -1.839 -1.477
C -0.367 0.091 0.542
H 3.467 -0.077 -0.879
H 3.450 0.353 0.793
H 2.631 1.431 -0.329
H -0.372 1.187 0.379
H -0.672 -0.037 1.605
H -1.206 -0.351 -0.029
H 1.799 -1.664 -2.248
H 0.118 -1.617 -2.053
H 1.051 -2.922 -1.257
C -1.500 -2.121 6.085
N -2.394 -1.856 4.971
C -3.304 -0.864 5.081
C -4.139 -0.592 4.041
C -3.948 -1.341 2.837
N -3.089 -2.341 2.754
C -2.274 -2.618 3.793
O -1.430 -3.541 3.760
N -4.675 -1.077 1.725
H -1.080 -3.117 5.967
H -2.055 -2.061 7.028
H -0.683 -1.389 6.119
H -3.326 -0.347 6.043
H -4.886 0.192 4.071
H -5.255 -0.254 1.715
H -4.247 -1.354 0.836
```

Values from the calculation:
Orbital gap in eV: 7.607
Net charge: -1
HOMO in eV: -5.19
Lowest unoccupied orbital energy in eV: 2.4
E in Eh: -3376.85604
Energy relative to the best compared isomer or geometry (same formula, charge and spin) in eV: 0.000